# 1
This record from OMol25 describes an isolated molecule of C21H22N2O3. The level of theory is ωB97M-V/def2-TZVPD.

Bonds (Å) are listed after each position.
CARTESIAN COORDINATES (ANGSTROEM)
1 C 2.9949 1.4300 2.1200  H2 1.088, H3 1.093, O4 1.410, H48 1.098
2 H 3.9488 1.9461 2.0352  C1 1.088
3 H 2.3412 1.7310 1.2978  C1 1.093
4 O 3.2881 0.0520 2.0725  C1 1.410, C5 1.399
5 C 2.1578 -0.7640 2.1925  O4 1.399, C6 1.534, H46 1.094, H47 1.102
6 C 1.2234 -0.6869 0.9788  C5 1.534, O7 1.215, N8 1.351
7 O 1.5430 -0.1431 -0.0596  C6 1.215
8 N 0.0109 -1.2463 1.1836  C6 1.351, C9 1.425, C23 1.460
9 C -0.2688 -2.0871 2.2997  N8 1.425, C10 1.391, C14 1.395
10 C 0.1949 -3.3980 2.2626  C9 1.391, C11 1.381, H22 1.081
11 C -0.0708 -4.2667 3.3032  C10 1.381, C12 1.385, H21 1.079
12 C -0.8102 -3.8243 4.3879  C11 1.385, C13 1.381, H20 1.080
13 C -1.2723 -2.5228 4.4222  C12 1.381, C14 1.392, H19 1.081
14 C -1.0152 -1.6302 3.3856  C9 1.395, C13 1.392, C15 1.497
15 C -1.5292 -0.2270 3.4675  C14 1.497, H16 1.089, H17 1.087, H18 1.090
16 H -1.2297 0.2244 4.4123  C15 1.089
17 H -1.1618 0.3898 2.6517  C15 1.087
18 H -2.6190 -0.2271 3.4379  C15 1.090
19 H -1.8465 -2.1797 5.2710  C13 1.081
20 H -1.0250 -4.4948 5.2065  C12 1.080
21 H 0.2936 -5.2821 3.2676  C11 1.079
22 H 0.7677 -3.7250 1.4067  C10 1.081
23 C -1.0372 -1.2132 0.1674  N8 1.460, C24 1.500, H44 1.097, H45 1.098
24 C -0.8618 -0.1068 -0.8294  C23 1.500, C25 1.352, C33 1.461
25 C -0.8301 -0.3323 -2.1617  C24 1.352, C26 1.426, H43 1.082
26 C -0.6608 0.7278 -3.1002  C25 1.426, C27 1.400, C31 1.406
27 C -0.6156 0.5335 -4.4860  C26 1.400, C28 1.373, H42 1.080
28 C -0.4230 1.5945 -5.3358  C27 1.373, C29 1.400, H41 1.080
29 C -0.2641 2.8944 -4.8399  C28 1.400, C30 1.381, C37 1.497
30 C -0.3064 3.1013 -3.4756  C29 1.381, C31 1.395, H36 1.081
31 C -0.5047 2.0331 -2.6004  C26 1.406, C30 1.395, N32 1.367
32 N -0.5675 2.2265 -1.2482  C31 1.367, C33 1.372, H35 1.014
33 C -0.7565 1.2515 -0.3013  C24 1.461, N32 1.372, O34 1.221
34 O -0.8376 1.5577 0.8783  C33 1.221
35 H -0.4428 3.1658 -0.8886  N32 1.014
36 H -0.1849 4.0972 -3.0727  C30 1.081
37 C -0.0491 4.0303 -5.7911  C29 1.497, H38 1.089, H39 1.087, H40 1.089
38 H 0.8792 3.8870 -6.3428  C37 1.089
39 H 0.0037 4.9792 -5.2641  C37 1.087
40 H -0.8609 4.0765 -6.5157  C37 1.089
41 H -0.3889 1.4333 -6.4032  C28 1.080
42 H -0.7320 -0.4665 -4.8768  C27 1.080
43 H -0.9091 -1.3406 -2.5447  C25 1.082
44 H -1.9855 -1.0685 0.6991  C23 1.097
45 H -1.0735 -2.1788 -0.3543  C23 1.098
46 H 2.5344 -1.7866 2.2885  C5 1.094
47 H 1.5859 -0.5109 3.0994  C5 1.102
48 H 2.5155 1.6933 3.0721  C1 1.098

For the orbital gap, the calculation gives 8.580 eV. As for the HOMO energy: -8.0 eV. Its SMILES is COCC(=O)N(Cc1cc2ccc(C)cc2[nH]c1=O)c1ccccc1C. Its total charge is 0. The calculation puts the energy relative to the best compared isomer or geometry (same formula, charge and spin) at 1.342 eV.

***

# 2
This record from OMol25 describes an isolated molecule of C3H3NO3S at a distorted geometry. The level of theory is ωB97M-V/def2-TZVPD.

Bonds (Å) are listed after each position.
CARTESIAN COORDINATES (ANGSTROEM)
1 C 3.9356 0.5586 0.2038  C2 1.423, N4 1.147
2 C 2.5460 0.8328 0.0635  C1 1.423, O5 1.202, S8 1.877
3 C -0.0749 -0.0374 0.1053  S8 1.803, H9 1.070, H10 1.091, H11 1.078
4 N 4.9484 0.0518 0.0210  C1 1.147
5 O 2.0906 1.9353 -0.0816  C2 1.202
6 O 1.8418 -1.3433 -1.3330  S8 1.441
7 O 1.9009 -1.4399 1.1733  S8 1.429
8 S 1.5681 -0.7661 -0.0419  C2 1.877, C3 1.803, O6 1.441, O7 1.429
9 H -0.0509 0.1592 1.1567  C3 1.070
10 H -0.4519 0.7445 -0.5556  C3 1.091
11 H -0.7529 -0.8482 -0.1071  C3 1.078

For the orbital gap, the calculation gives 9.788 eV. As for the HOMO energy: -11.1 eV. Its SMILES is CS(=O)(=O)C(=O)C#N. Its total charge is 0. The calculation puts the energy relative to the best compared isomer or geometry (same formula, charge and spin) at 3.063 eV.